{"formula": "C4H3N", "method": "ωB97M-V/def2-TZVPD", "homo_ev": [-9.0235, -9.1421], "de_lowest_kj_mol": 696.31, "elements": ["C", "C", "C", "C", "N", "H", "H", "H"], "coordinates": [[1.728, -0.445, -0.116], [0.630, -0.506, -0.920], [-1.056, 0.596, 0.422], [-0.259, 0.516, 1.459], [-0.608, -0.239, -0.599], [0.917, 0.197, 1.403], [0.792, -1.062, -1.953], [-2.144, 0.942, 0.304]], "atomic_forces_ev_per_a": [[-0.9, 0.0, -0.2], [2.1, -1.3, -1.4], [-1.3, -0.5, -0.9], [2.7, -0.2, 0.6], [-2.3, 0.5, -0.9], [-2.2, 0.8, 0.3], [-0.1, 1.1, 2.0], [2.0, -0.4, 0.5]], "nbo_charge": [0.18, -0.34, -0.21, -0.02, -0.30, 0.18, 0.26, 0.24]}